w.
The following is a quantum chemistry calculation of a molecular structure, C9H15NO2, from the OMol25 dataset.

Geometry (Å):
O: 1.757 0.290 -0.893
O: 3.926 -0.137 -1.248
N: -1.107 -1.266 -0.195
C: -0.740 2.047 1.102
C: -2.006 -0.109 -0.967
C: -1.128 1.000 -1.276
C: -1.939 -2.337 -0.247
C: -0.171 1.527 -0.333
C: 2.893 -0.351 -0.492
C: -0.028 -0.919 0.346
C: 2.704 -1.027 0.827
C: 0.793 0.396 0.096
H: 1.308 0.969 1.047
H: -2.615 -0.482 -1.826
H: -1.738 1.833 -1.866
H: 3.427 -1.993 1.106
H: -0.498 0.948 2.092
H: -2.943 -1.917 -0.794
H: 0.401 2.383 -0.676
H: -2.820 -0.245 -0.060
H: 2.900 -0.243 1.477
H: 0.423 -1.756 0.917
H: -1.962 2.659 1.213
H: -2.098 -3.238 0.571
H: -0.565 0.703 -2.223
H: 0.369 2.664 1.530
H: 1.458 -1.402 0.772

Summary:
HOMO energy   -7.41 eV
Molecular weight   169.22 g mol⁻¹

natural (NBO) population analysis, charges in e, atoms 1 to 4: -0.52 -0.59 -0.24 -0.66

---

x.
The following is a quantum chemistry calculation of C9H15NO2 in the gas phase, from the OMol25 dataset.

Geometry (Å):
O: 2.097 -1.314 1.330
O: -1.484 0.177 0.599
N: 4.051 0.284 -0.951
C: 3.004 -0.029 -0.379
C: 0.950 0.714 1.010
C: -0.875 2.364 0.362
C: -2.968 -1.610 0.339
C: -0.425 0.956 0.089
C: -0.179 0.912 -1.446
C: -0.582 -2.018 -0.043
C: 2.048 -0.245 0.488
C: -1.555 -1.223 0.300
H: -0.855 -3.020 -0.366
H: -1.142 0.761 -1.944
H: 0.406 -1.716 -0.109
H: -0.109 3.093 -0.065
H: 2.853 -1.898 1.220
H: -3.311 -1.686 -0.661
H: -1.701 2.624 -0.237
H: 1.390 1.777 1.065
H: 0.864 0.282 2.043
H: -1.043 2.570 1.393
H: 0.507 1.748 -1.774
H: 0.375 -0.024 -1.693
H: -3.513 -0.823 0.846
H: 4.078 0.045 -1.971
H: -2.881 -2.702 0.558

Summary:
HOMO energy   -8.08 eV
Molecular weight   169.22 g mol⁻¹
SMILES string   C=C(C)OC(C)(C)CC(O)=C=N

natural (NBO) population analysis, charges in e, atoms 1 to 4: -0.69 -0.54 -0.60 0.28

---

Result of the stability comparison: w is the least stable of them.

---

w.
The following is a quantum chemistry calculation of a molecular structure, C3H4LiO3Sm, from the OMol25 dataset.

Geometry (Å):
Sm: 0.317 -1.203 0.048
O: -0.876 0.734 0.096
O: 1.730 0.379 0.106
O: -2.109 -1.090 -0.150
C: -2.075 0.215 -0.507
C: -0.153 2.009 0.047
C: 1.227 1.656 0.537
Li: 3.463 0.264 -0.269
H: 1.883 2.467 0.165
H: -2.902 -1.543 -0.465
H: 1.259 1.682 1.643
H: -0.096 2.224 -1.035

Summary:
HOMO energy (spin up / spin down)   -9.34 / -9.33 eV
Total charge   +1
⟨S²⟩   12.008
Molecular weight   245.36 g mol⁻¹
Multiplicity   7

Löwdin population analysis, charges in e, atoms 1 to 4: 1.58 -0.39 -0.65 -0.16

---

x.
The following is a quantum chemistry calculation of a molecular structure, C3H4LiO3Sm, from the OMol25 dataset.

Geometry (Å):
Sm: 0.758 2.009 -0.587
O: -2.802 -0.421 0.235
O: -0.721 -1.165 0.357
O: -1.159 1.010 -0.049
C: 1.432 -0.955 -0.638
C: -1.600 -0.167 0.207
C: 0.633 -0.880 0.435
Li: -3.190 1.478 -0.171
H: 0.987 -0.685 1.451
H: 1.045 -1.250 -1.616
H: 2.113 1.828 0.879
H: 2.503 -0.802 -0.503

Summary:
HOMO energy (spin up / spin down)   -10.93 / -11.61 eV
Total charge   +1
⟨S²⟩   12.009
Molecular weight   245.36 g mol⁻¹
Multiplicity   7

Löwdin population analysis, charges in e, atoms 1 to 4: 1.25 0.03 0.08 -0.33

---

Result of the stability comparison: w is the least stable of them.